A 9-piece molecular cluster, C36H45N9 overall, computed with wB97M-V/def2-TZVPD.

**Energy above the lowest of the compared OMol25 structures with the same formula, charge and spin**: 13.4086 eV
**Net charge**: 0
**E_LUMO**: 0.0225 hartree
**SMILES**: c1cc[nH]c1.c1cc[nH]c1.c1cc[nH]c1.c1cc[nH]c1.c1cc[nH]c1.c1cc[nH]c1.c1cc[nH]c1.c1cc[nH]c1.c1cc[nH]c1
**2S+1**: 1
**Orbital gap**: 8.57 eV

```
90
Properties=species:S:1:pos:R:3:forces:R:3:lowdin_charge:R:1
C -2.1458 4.1604 2.9272 7.35 0.51 -1.54 -0.06
C -0.8523 3.4530 2.3492 0.38 -0.20 1.33 -0.06
C 0.2726 4.1491 2.8522 -7.23 0.55 0.48 -0.13
N -0.3142 5.1599 3.6378 6.89 2.44 1.39 -0.08
C -1.6773 5.2475 3.6287 1.12 -0.28 0.56 -0.17
H -3.0372 3.8327 3.1679 -4.57 -1.94 -0.07 0.01
H -0.5636 2.4345 1.8841 -1.52 1.80 0.50 0.07
H 1.2813 3.9738 2.8625 2.18 -0.41 -0.17 0.07
H 0.6035 5.7546 4.1787 -4.69 -1.56 -1.90 0.25
H -2.1486 6.0514 4.2290 0.16 -0.97 -0.59 0.12
C -0.9970 -4.0908 1.3418 3.88 -0.72 2.16 -0.09
C 0.0153 -3.9289 2.5593 -4.09 0.95 -2.60 -0.03
C -0.5765 -3.0093 3.4475 -0.19 -3.65 -4.28 -0.13
N -1.8380 -2.7723 2.9364 -0.33 1.79 0.31 0.01
C -2.0197 -3.3102 1.6497 -1.75 0.67 1.84 -0.19
H -0.7917 -4.6675 0.4176 -0.32 0.50 0.97 0.09
H 0.8192 -4.5851 2.4975 1.82 -0.25 0.66 0.05
H -0.0785 -2.4413 4.1409 0.45 0.98 2.13 0.08
H -2.4863 -2.1539 3.4769 0.72 -0.72 -1.23 0.08
H -2.9393 -3.1234 1.1171 -0.03 0.05 0.08 0.10
C -3.3774 -0.4386 4.4978 0.40 1.74 -1.97 -0.12
C -3.6375 0.0477 3.0795 -1.32 -3.19 2.33 -0.06
C -4.5946 -0.8764 2.6467 1.60 1.06 0.80 -0.15
N -4.8494 -1.8214 3.6329 0.19 1.13 -0.01 0.00
C -4.1547 -1.5418 4.8421 0.67 2.27 -3.08 -0.10
H -2.5923 0.1617 4.9624 -0.42 -0.82 0.86 0.09
H -3.1303 0.8373 2.5245 -0.33 -0.26 0.41 0.07
H -5.0480 -0.9094 1.6710 -0.29 -0.38 0.05 0.10
H -5.6779 -2.3494 3.4777 -0.31 -0.78 0.58 0.13
H -4.1552 -2.0870 5.7556 -0.37 -0.50 0.14 0.10
C 3.3308 0.1648 -4.8984 2.60 -7.59 -4.95 -0.09
C 4.1307 0.5981 -6.2309 -2.20 -1.05 4.76 -0.07
C 3.9522 1.8950 -6.2460 -1.57 2.65 -0.64 -0.17
N 3.0403 2.2956 -5.1948 1.29 2.15 -2.47 0.00
C 2.6503 1.1834 -4.4969 -1.34 3.38 1.50 -0.23
H 3.1503 -1.0637 -4.8087 0.41 3.83 0.45 0.14
H 4.6076 0.1046 -7.0138 0.78 -1.33 -0.57 0.06
H 4.2359 2.4719 -7.1723 -0.48 0.16 1.73 0.12
H 2.7207 3.2880 -5.1131 0.31 -1.82 0.20 0.16
H 1.9121 1.3412 -3.7207 0.13 -0.36 0.01 0.11
C 3.4290 -3.0969 -2.7398 1.38 -13.87 0.54 -0.01
C 4.5380 -4.1579 -2.7428 -0.14 2.15 -0.68 -0.06
C 4.0299 -5.4401 -2.6563 -0.55 5.05 0.33 -0.13
N 2.7111 -5.1792 -2.4685 -3.05 -6.74 0.05 -0.05
C 2.3300 -3.9097 -2.5527 3.39 0.45 -0.32 -0.16
H 3.3913 -2.1894 -2.7191 0.33 10.14 -0.06 -0.04
H 5.5777 -3.9166 -2.8672 0.20 0.04 -0.03 0.07
H 4.4781 -6.3672 -2.6761 0.63 -1.71 0.07 0.08
H 2.0473 -6.0809 -2.4108 1.63 3.36 -0.17 0.22
H 1.3535 -3.7416 -2.4834 -3.84 1.13 0.29 0.06
C 0.3343 0.6926 -0.6513 0.20 -0.60 -0.88 -0.03
C 1.3674 -0.4597 -1.0083 -7.28 4.30 5.02 -0.05
C 1.1499 -1.4066 -0.1262 -3.14 -1.56 2.56 -0.14
N 0.0527 -1.0510 0.7527 -0.16 0.18 -0.11 -0.02
C -0.4839 0.2353 0.4255 1.10 -1.22 -1.72 -0.15
H 0.2500 1.6685 -1.3111 0.09 -2.28 1.84 0.08
H 2.0509 -0.3616 -1.6520 5.06 0.53 -5.07 0.01
H 1.4607 -2.4331 -0.1458 0.49 -0.11 0.49 0.11
H -0.3936 -1.6680 1.4936 1.11 0.88 -1.53 0.11
H -1.5530 0.4969 0.8232 2.65 -0.15 -0.65 0.13
C -0.9751 3.7027 -2.5693 0.03 -0.05 -1.62 -0.10
C -1.4401 4.8437 -3.5049 -1.52 -2.97 -1.18 -0.12
C -1.2686 6.0103 -2.8560 0.25 1.24 0.96 -0.19
N -0.6903 5.6493 -1.6504 2.43 2.84 4.03 -0.06
C -0.3740 4.2769 -1.4985 -2.48 3.48 -1.72 -0.15
H -1.0254 2.5904 -2.5870 -0.22 1.14 -0.97 0.07
H -2.0418 4.7806 -4.4994 1.44 -0.26 2.02 0.11
H -1.5339 7.1143 -3.1587 0.68 -2.62 0.87 0.15
H -0.4002 6.3348 -0.8053 -1.01 -1.99 -3.16 0.20
H 0.0816 4.0229 -0.5864 0.34 -0.80 0.77 0.08
C 3.0567 0.7389 4.2126 1.12 3.85 -3.39 -0.05
C 3.9655 1.6937 3.2615 -1.66 -2.87 -0.29 -0.09
C 3.6184 1.3456 1.9429 0.78 1.25 -1.64 -0.20
N 2.4965 0.5372 1.9102 0.09 0.34 2.56 0.00
C 2.1223 0.3331 3.2961 0.61 -1.22 -1.88 -0.17
H 3.0815 0.7892 5.3087 -0.34 -0.20 -0.80 0.08
H 4.6797 2.4718 3.5151 0.06 -0.60 0.19 0.06
H 4.0799 1.6816 0.8466 -1.19 -0.76 3.41 0.16
H 2.0286 0.0848 1.0804 0.97 0.96 1.54 0.08
H 1.1949 -0.1919 3.3663 -0.26 -0.47 0.59 0.07
C -3.6624 -3.4680 -1.9062 -2.21 0.95 -0.44 -0.10
C -4.4066 -2.1738 -1.5833 1.25 -2.22 -0.35 -0.09
C -3.5030 -1.3199 -1.0611 3.11 -0.84 -0.66 -0.17
N -2.1943 -1.8888 -1.1656 -0.87 0.18 0.78 0.01
C -2.3768 -3.2438 -1.6298 3.92 1.99 0.66 -0.18
H -4.0354 -4.4139 -2.3725 0.16 1.25 0.61 0.10
H -5.3891 -1.8913 -1.8666 -0.80 -0.24 0.14 0.07
H -3.5137 -0.3200 -0.6831 -0.54 0.41 -0.07 0.09
H -1.3331 -1.3321 -0.7603 -2.25 -2.22 -1.28 0.12
H -1.4023 -3.8277 -1.7765 -1.97 0.68 0.21 0.12
```
Positions in Å, forces in eV/Å.

A 6-piece molecular cluster, C15H40F2N6O9S2 overall, computed with wB97M-V/def2-TZVPD.

**Energy above the lowest of the compared OMol25 structures with the same formula, charge and spin**: 0.0000 eV
**Net charge**: +4
**E_LUMO**: -0.3007 hartree
**2S+1**: 1
**Orbital gap**: 8.75 eV

```
74
Properties=species:S:1:pos:R:3:forces:R:3:lowdin_charge:R:1
N 14.8989 19.7166 -4.0850 -0.72 4.26 -0.73 -0.33
S 16.0123 18.7579 -4.4198 4.24 -6.56 0.81 0.42
O 16.9895 18.6384 -3.3060 -1.90 0.01 -2.79 -0.32
O 16.3974 18.5885 -5.8118 0.43 1.24 1.50 -0.30
F 15.1130 17.4329 -4.3312 -0.33 -0.48 0.90 -0.24
S 15.6363 21.0894 -4.7115 -1.40 3.83 -0.71 0.57
O 15.3448 21.3379 -6.1089 0.27 -0.85 1.46 -0.30
O 16.9516 21.4469 -4.2156 -2.24 -1.01 -0.28 -0.24
F 14.5456 22.0922 -4.0069 0.97 -0.67 0.01 -0.24
C 14.4179 22.2865 -11.3409 0.95 -1.57 -0.18 0.00
C 14.1345 23.6999 -11.1669 1.03 3.18 3.89 -0.33
O 14.6065 24.4160 -10.2897 -1.74 -1.78 -3.34 0.17
N 12.9371 24.3092 -12.0048 0.97 1.13 0.32 0.11
H 12.6964 23.7154 -12.7856 0.30 -0.02 -0.79 0.16
H 12.0996 24.2702 -11.4416 -0.27 -0.02 0.73 0.17
C 13.1254 25.8471 -12.3596 0.36 -1.45 -0.19 0.08
H 15.2243 21.8919 -10.7227 0.19 1.02 0.56 0.11
H 14.8390 22.0378 -12.3151 -1.00 -0.12 -0.50 0.11
H 13.5921 21.6907 -10.9522 -0.49 -0.10 -0.88 0.11
H 13.9321 25.9021 -13.0906 -0.09 -0.02 0.10 0.11
H 13.4240 26.3367 -11.4327 -0.30 -0.06 -0.15 0.10
H 12.1923 26.1866 -12.8092 0.09 0.02 0.31 0.11
C 16.3185 16.9230 -10.6787 0.78 -0.83 0.27 0.04
C 16.6400 17.0019 -12.1071 -1.67 1.16 -0.18 -0.43
O 16.0143 17.6038 -12.9125 0.89 -0.37 -0.51 0.20
N 17.8382 16.1697 -12.5018 0.56 0.12 -1.46 0.10
H 18.4923 16.1007 -11.7353 0.70 0.61 0.24 0.17
H 17.5291 15.2087 -12.5339 -0.45 -0.67 -0.62 0.18
C 18.4831 16.6029 -13.8716 -0.67 0.06 1.01 0.08
H 15.5776 17.6443 -10.3338 0.39 0.00 -0.18 0.12
H 17.2942 16.9472 -10.1935 -0.32 0.33 0.85 0.10
H 15.9359 15.9126 -10.5345 -0.17 -0.16 0.31 0.12
H 18.8222 17.6276 -13.7198 0.08 -0.20 -0.06 0.11
H 17.6648 16.5958 -14.5917 0.22 -0.13 0.06 0.11
H 19.2992 15.9282 -14.1300 -0.22 0.02 0.18 0.11
C 19.5124 13.6437 -4.7181 0.55 -1.45 0.58 0.03
C 19.4223 12.0965 -4.7196 -0.16 -0.81 -5.08 -0.28
O 19.6073 11.3900 -5.7258 -0.89 2.29 5.28 0.15
N 18.9282 11.5498 -3.3281 0.01 -0.67 -0.85 0.09
H 19.7698 11.3004 -2.8285 0.55 -0.14 0.44 0.18
H 18.5424 12.3601 -2.8649 -0.31 0.14 0.38 0.15
C 18.0030 10.3452 -3.3086 -0.27 -0.13 0.57 0.03
H 19.3287 14.0861 -5.6972 -0.32 -0.39 0.13 0.10
H 20.5620 13.8490 -4.5075 0.15 0.21 0.20 0.11
H 18.9115 14.0664 -3.9130 -0.02 0.24 -0.26 0.08
H 18.5892 9.4789 -3.6149 -0.49 0.23 -0.87 0.12
H 17.0396 10.6022 -3.7490 0.57 -0.25 -1.01 0.11
H 17.6541 10.0561 -2.3172 0.73 0.66 0.62 0.11
C 10.0885 16.9796 -6.1542 0.50 0.67 0.07 0.04
C 11.0985 18.1121 -6.3256 -0.18 -2.96 -2.15 -0.38
O 11.8453 18.1603 -7.2666 -0.69 1.16 2.07 0.17
N 11.0930 19.1971 -5.2611 -0.09 0.72 -2.25 0.12
H 10.4878 19.0378 -4.4684 0.25 -0.54 0.50 0.18
H 12.0823 19.3098 -5.0919 0.66 0.27 1.00 0.16
C 10.6001 20.4610 -5.9505 0.30 0.02 -0.53 0.04
H 10.3198 16.3831 -5.2717 -0.31 0.31 0.38 0.10
H 10.1348 16.2711 -6.9812 0.18 0.46 -0.18 0.11
H 9.1012 17.4410 -6.1376 -0.23 -0.29 0.39 0.10
H 11.1415 20.5394 -6.8932 0.24 0.09 0.27 0.10
H 10.8241 21.3129 -5.3084 -0.38 -0.10 -0.10 0.12
H 9.5580 20.3132 -6.2342 -0.07 0.23 0.54 0.12
C 16.1771 20.7779 0.4234 -0.94 -0.85 0.24 0.06
C 15.1035 19.7455 0.8389 0.82 0.30 1.68 -0.34
O 15.0719 19.1450 1.8683 -0.26 0.46 -1.54 0.19
N 13.9128 19.5522 -0.1226 0.06 0.63 -1.61 0.08
H 14.2724 19.5330 -1.0662 0.64 0.27 -0.70 0.14
H 13.4365 18.6622 -0.0909 -0.01 -0.56 1.10 0.17
C 12.8859 20.6824 -0.0597 0.45 -1.38 0.20 0.05
H 16.8005 20.3703 -0.3724 0.09 -0.13 0.00 0.10
H 16.7477 20.9406 1.3378 0.09 0.01 -0.23 0.11
H 15.7729 21.7240 0.0634 -0.21 -0.08 0.06 0.09
H 12.5435 20.5386 0.9651 -0.22 1.25 -0.03 0.12
H 12.0755 20.4342 -0.7451 0.12 0.02 0.04 0.10
H 13.4027 21.5779 -0.4047 -0.35 0.16 0.70 0.11
```
Positions in Å, forces in eV/Å.

no.,E_tot (Eh)
1,-1891.04387
2,-2595.85102